A:
Molecular formula: C2H7S2
Method: DFT, ωB97M-V with the def2-TZVPD basis set

Geometry as ORCA input:
```
! RIJCOSX wB97M-V def2-TZVPD def2/J DEFGRID3
* xyz -1 1
S -1.8142 0.5229 2.0895
H -1.7927 0.4019 3.4339
H -0.5915 -0.1920 1.8944
C 1.0072 0.2584 -1.4524
C -0.0522 -0.3455 -0.5330
S 0.6624 -1.2094 0.8728
H 1.6970 -0.5205 -1.8827
H 1.6465 0.9150 -0.8169
H 0.5612 0.7386 -2.3807
H -0.6863 -1.0612 -1.0335
H -0.6375 0.4917 -0.1914
*
```

Summary:
highest occupied orbital energy	-2.87	eV
HOMO-LUMO gap	0.2438	hartree



B:
Molecular formula: C2H7S2
Method: DFT, ωB97M-V with the def2-TZVPD basis set

Geometry as ORCA input:
```
! RIJCOSX wB97M-V def2-TZVPD def2/J DEFGRID3
* xyz -1 1
S 2.6891 3.0679 -1.1928
H 1.6882 3.2072 -0.3138
C -1.0847 -1.4338 0.6963
C -0.0135 -0.6894 -0.0747
S -0.6756 0.8078 -0.9322
H -1.7425 -0.6811 1.1393
H -1.7447 -1.9977 0.0188
H -0.7198 -2.1270 1.4524
H 0.4428 -1.2847 -0.8616
H 0.7333 -0.4905 0.7001
H 0.4275 1.6212 -0.6317
*
```

Summary:
highest occupied orbital energy	-2.68	eV
HOMO-LUMO gap	0.2244	hartree



C:
Molecular formula: C2H7S2
Method: DFT, ωB97M-V with the def2-TZVPD basis set

Geometry as ORCA input:
```
! RIJCOSX wB97M-V def2-TZVPD def2/J DEFGRID3
* xyz -1 1
C -0.1444 -0.8369 1.5688
S 0.7610 -2.3105 1.0192
H -1.2005 -1.0094 1.7165
H 0.1249 -0.0587 0.8549
H 0.3155 -0.4642 2.4860
H 0.5351 -3.0521 2.1130
C -0.1071 1.4137 -1.9325
S 0.6576 3.0342 -2.3058
H -0.3280 1.3056 -0.8644
H 0.4736 0.5911 -2.2361
H -1.0878 1.3872 -2.4197
*
```

Summary:
highest occupied orbital energy	-2.00	eV
HOMO-LUMO gap	0.1774	hartree



The computed energies, referenced to the most stable structure and given in kJ/mol, are A 0.0; B 8.9; C 58.6.



A:
Molecular formula: C2H5NO3
Method: DFT, ωB97M-V with the def2-TZVPD basis set

Geometry as ORCA input:
```
! RIJCOSX wB97M-V def2-TZVPD def2/J DEFGRID3
* xyz 0 1
O 0.1386 2.2520 -1.5684
C -0.7478 1.6217 -1.0570
N -0.5676 0.7132 0.0523
C 0.8395 0.7794 0.3933
O 1.6572 0.1080 -0.2363
H -1.7783 1.8816 -1.3473
H -0.8716 -0.1792 -0.3283
H 1.1283 1.4281 1.2489
O -0.2084 -3.1251 1.0681
H -0.1947 -2.1559 1.1927
H 0.6048 -3.3239 0.5820
*
```

Summary:
highest occupied orbital energy	-10.81	eV
SMILES	O=CNC=O.O
HOMO-LUMO gap	0.4096	hartree



B:
Molecular formula: C2H5NO3
Method: DFT, ωB97M-V with the def2-TZVPD basis set

Geometry as ORCA input:
```
! RIJCOSX wB97M-V def2-TZVPD def2/J DEFGRID3
* xyz 0 1
C -0.3643 -0.4917 0.0966
N -0.6736 -0.1718 1.3736
C 1.0581 -0.2227 -0.3168
O -1.4330 -0.6161 -0.7141
O 0.4766 1.0799 -1.1275
O 2.0015 -0.0771 0.4574
H -1.1762 -0.2660 -1.5838
H 1.1332 1.7509 -0.8779
H -1.6492 -0.1192 1.6320
H -0.0733 0.5451 1.7726
H 0.7002 -1.4113 -0.7120
*
```

Summary:
highest occupied orbital energy (alpha / beta)	-8.47 / -8.47	eV
HOMO-LUMO gap (alpha / beta)	0.3077 / 0.3077	hartree



The computed energies, referenced to the most stable structure and given in kJ/mol, are A 0.0; B 290.6.



A:
Molecular formula: C2H5NO3
Method: DFT, ωB97M-V with the def2-TZVPD basis set

Geometry as ORCA input:
```
! RIJCOSX wB97M-V def2-TZVPD def2/J DEFGRID3
* xyz 0 1
C -1.7231 -0.4953 -0.0859
O -0.3050 -0.6887 -0.0880
C 0.2670 0.5725 0.0711
O -0.3959 1.5708 0.0857
N 1.7471 0.6501 -0.0450
O 2.5723 -0.5742 -0.0742
H -2.0298 0.0243 0.8824
H -2.4564 -1.5602 0.0126
H -1.9747 0.2820 -0.9789
H 1.9968 1.3743 -0.7059
H 2.3016 -1.1557 0.9260
*
```

Summary:
highest occupied orbital energy	-9.66	eV
SMILES	COC(=O)NO
HOMO-LUMO gap	0.3701	hartree



B:
Molecular formula: C2H5NO3
Method: DFT, ωB97M-V with the def2-TZVPD basis set

Geometry as ORCA input:
```
! RIJCOSX wB97M-V def2-TZVPD def2/J DEFGRID3
* xyz 0 1
C -0.0439 -1.1994 -0.3803
C -0.6001 -0.8946 0.7571
N -0.0844 0.0004 1.7390
O 1.1111 -0.1889 1.9442
O -0.9183 0.5378 2.4333
H -0.4635 -1.9491 -1.0958
H 0.9110 -0.6552 -0.7204
H -1.5790 -1.2729 0.9557
O 0.4589 1.4638 -1.7344
H 0.8760 1.8046 -2.5582
H 0.3322 2.3535 -1.3402
*
```

Summary:
highest occupied orbital energy	-10.57	eV
SMILES	C=C[N+](=O)[O-].O
HOMO-LUMO gap	0.3817	hartree



The computed energies, referenced to the most stable structure and given in kJ/mol, are A 0.0; B 26.4.



A:
Molecular formula: C2H5NO3
Method: DFT, ωB97M-V with the def2-TZVPD basis set

Geometry as ORCA input:
```
! RIJCOSX wB97M-V def2-TZVPD def2/J DEFGRID3
* xyz 0 1
O -1.9552 -0.4627 -0.4605
N -1.4957 -0.6905 0.6476
C -0.0578 -0.6749 0.8189
C 0.7103 0.2151 -0.1759
O 0.2750 1.5426 0.2044
O 0.4424 -0.0582 -1.4952
H 0.2589 -1.7209 0.7627
H 0.1121 -0.3170 1.8374
H 1.7980 0.1143 -0.0296
H 0.4691 2.1485 -0.5215
H -0.5571 -0.0964 -1.5883
*
```

Summary:
highest occupied orbital energy	-9.40	eV
SMILES	O=NCC(O)O
HOMO-LUMO gap	0.3284	hartree



B:
Molecular formula: C2H5NO3
Method: DFT, ωB97M-V with the def2-TZVPD basis set

Geometry as ORCA input:
```
! RIJCOSX wB97M-V def2-TZVPD def2/J DEFGRID3
* xyz 0 1
C -1.5576 -0.5384 -0.6176
C 0.9065 -0.7099 0.4439
N 0.2554 0.4631 -0.1807
O -2.6025 0.0112 -0.4510
O 1.3306 -1.4091 -0.7070
O -0.2218 1.2816 0.8137
H -1.4014 -1.5867 -0.7024
H 1.7808 -0.3833 1.0182
H 0.2160 -1.2062 1.1683
H 1.4814 -0.6733 -1.3310
H -0.8588 1.8097 0.3661
*
```

Summary:
highest occupied orbital energy (alpha / beta)	-8.59 / -8.58	eV
HOMO-LUMO gap (alpha / beta)	0.3252 / 0.3250	hartree



The computed energies, referenced to the most stable structure and given in kJ/mol, are A 0.0; B 191.2.



A:
Molecular formula: C3H6ClNO2
Method: DFT, ωB97M-V with the def2-TZVPD basis set

Geometry as ORCA input:
```
! RIJCOSX wB97M-V def2-TZVPD def2/J DEFGRID3
* xyz 0 1
C 1.7754 -0.3592 0.0672
C 0.3657 -0.5171 -0.4211
C -0.6477 0.5080 0.3256
Cl -0.2911 2.1562 -0.0392
N -2.0775 0.1121 0.0055
O -2.8300 1.0094 -0.1743
O -2.2796 -1.1511 0.0576
H 2.1590 0.8116 -0.0542
H 1.9735 -0.6078 1.0429
H 2.3411 -0.8594 -0.4378
H 0.0819 -1.4870 -0.2280
H 0.2296 0.0339 -1.4048
H -0.8004 0.3504 1.2605
*
```

Summary:
highest occupied orbital energy	-11.16	eV
SMILES	CC[C@@H](Cl)[N+](=O)[O-]
HOMO-LUMO gap	0.4126	hartree



B:
Molecular formula: C3H6ClNO2
Method: DFT, ωB97M-V with the def2-TZVPD basis set

Geometry as ORCA input:
```
! RIJCOSX wB97M-V def2-TZVPD def2/J DEFGRID3
* xyz 0 1
C -0.6860 0.1153 1.2085
C 0.1620 0.1906 -0.0269
C -0.5977 0.1318 -1.3023
Cl 1.1365 1.7590 0.0729
N 1.3378 -0.7403 -0.0031
O 1.9138 -0.8455 1.0479
O 1.7117 -1.1878 -1.0597
H -0.0140 0.0624 2.0819
H -1.3780 -0.8066 1.3057
H -1.3046 0.9761 1.4797
H 0.0419 -0.2772 -2.2048
H -0.8591 1.2051 -1.5023
H -1.4645 -0.5828 -1.0972
*
```

Summary:
highest occupied orbital energy	-11.18	eV
SMILES	CC(C)(Cl)[N+](=O)[O-]
HOMO-LUMO gap	0.4050	hartree



C:
Molecular formula: C3H6ClNO2
Method: DFT, ωB97M-V with the def2-TZVPD basis set

Geometry as ORCA input:
```
! RIJCOSX wB97M-V def2-TZVPD def2/J DEFGRID3
* xyz 0 1
C -1.0491 1.6872 -0.4455
C -0.7390 0.4603 -0.0632
C -1.3540 -0.5522 0.8349
N 0.4014 -0.2305 -0.7716
O 0.1706 -1.3047 -1.2843
O 1.4475 0.3729 -1.0068
H -0.4569 2.0889 -1.2318
H -1.8390 2.3519 -0.0822
H -2.2661 -0.1893 1.2969
H -0.6528 -0.8210 1.6892
H -1.5847 -1.4601 0.3557
Cl 4.1551 -0.7463 0.7503
H 3.7669 -1.6569 -0.0414
*
```

Summary:
highest occupied orbital energy	-10.62	eV
SMILES	C=C(C)[N+](=O)[O-].Cl
HOMO-LUMO gap	0.3856	hartree



D:
Molecular formula: C3H6ClNO2
Method: DFT, ωB97M-V with the def2-TZVPD basis set

Geometry as ORCA input:
```
! RIJCOSX wB97M-V def2-TZVPD def2/J DEFGRID3
* xyz 0 1
O 1.4731 2.3556 -1.4350
C 1.0220 1.4228 -0.8226
C 0.8895 1.2009 0.6939
N -0.2145 0.3573 0.7684
C -0.0688 -0.4722 -0.4108
O 0.4558 0.3947 -1.4359
H 0.8011 2.1032 1.2553
H 1.8393 0.6525 0.7953
H -1.1278 0.7797 0.9373
H 0.6798 -1.1707 -0.1132
H -0.9415 -0.9731 -0.8149
Cl -2.6304 -3.8548 0.5378
H -2.1775 -2.7960 0.0442
*
```

Summary:
highest occupied orbital energy	-9.48	eV
SMILES	O=C1CNCO1.Cl
HOMO-LUMO gap	0.3674	hartree



The computed energies, referenced to the most stable structure and given in kJ/mol, are A 448.0; B 263.6; C 301.5; D 0.0.



A:
Molecular formula: CH2BrNO
Method: DFT, ωB97M-V with the def2-TZVPD basis set

Geometry as ORCA input:
```
! RIJCOSX wB97M-V def2-TZVPD def2/J DEFGRID3
* xyz 0 1
C -0.7065 0.3075 -0.3432
N 1.0208 -0.6494 0.3221
O -0.6070 1.3828 -0.7619
Br -2.1755 -0.7703 0.0857
H 0.9106 -0.0821 1.1728
H 1.5577 -0.1885 -0.4755
*
```

Summary:
highest occupied orbital energy	-9.84	eV
HOMO-LUMO gap	0.3496	hartree



B:
Molecular formula: CH2BrNO
Method: DFT, ωB97M-V with the def2-TZVPD basis set

Geometry as ORCA input:
```
! RIJCOSX wB97M-V def2-TZVPD def2/J DEFGRID3
* xyz 0 1
C 1.1332 0.5886 1.6532
N -0.0797 -0.1931 0.3242
O 2.1998 0.8977 1.3285
Br 0.1536 1.0705 3.1975
H -0.5718 -1.0124 0.7462
H 0.5028 -0.7388 -0.3068
*
```

Summary:
highest occupied orbital energy	-10.00	eV
HOMO-LUMO gap	0.3596	hartree



C:
Molecular formula: CH2BrNO
Method: DFT, ωB97M-V with the def2-TZVPD basis set

Geometry as ORCA input:
```
! RIJCOSX wB97M-V def2-TZVPD def2/J DEFGRID3
* xyz 0 1
C 1.5925 2.4028 -2.1697
N 0.2469 0.1702 -0.8624
O 2.2859 1.7257 -1.5665
Br -0.9205 1.6227 -0.9470
H -0.0310 -0.7090 -0.3975
H 0.6236 0.1875 -1.7714
*
```

Summary:
highest occupied orbital energy	-9.30	eV
HOMO-LUMO gap	0.3523	hartree



The computed energies, referenced to the most stable structure and given in kJ/mol, are A 69.7; B 12.6; C 0.0.